# C21H25FN2O7P

A cluster of 3 separate species, C21H25FN2O7P in total (the ωB97M-V functional and the def2-TZVPD basis, the Open Molecules 2025 dataset).

```
57
Properties=species:S:1:pos:R:3:nbo_charge:R:1
C 3.338 1.769 4.139 -0.603
C 1.931 1.711 3.543 -0.698
P 1.499 0.204 2.527 0.656
C 3.127 -0.530 2.012 -0.715
C 3.109 -2.064 2.069 -0.602
C 1.120 1.051 0.945 -0.301
F 0.869 -0.129 0.051 -0.507
C -0.224 1.812 0.916 -0.605
C -1.201 1.449 1.984 0.803
O -1.315 1.954 3.060 -0.583
O -1.937 0.280 1.676 -0.574
C -3.006 -0.027 2.477 0.817
C -3.019 -1.467 2.902 -0.724
O -3.854 0.767 2.752 -0.555
H 4.098 1.823 3.356 0.202
H 3.549 0.868 4.729 0.191
H 3.447 2.644 4.788 0.197
H 1.750 2.606 2.937 0.223
H 1.194 1.731 4.354 0.217
H 3.962 -0.154 2.606 0.205
H 3.308 -0.204 0.982 0.234
H 3.005 -2.428 3.096 0.195
H 2.275 -2.458 1.480 0.199
H 4.037 -2.476 1.650 0.187
H -0.662 1.539 -0.050 0.232
H -0.091 2.899 0.932 0.229
H -4.059 -1.764 3.048 0.223
H -2.450 -1.568 3.829 0.250
H -2.558 -2.107 2.146 0.232
C -0.967 2.371 -4.330 -0.192
C -0.367 1.835 -3.200 -0.215
C 0.433 2.624 -2.386 -0.137
C 0.612 3.951 -2.734 0.000
C 0.027 4.507 -3.859 -0.199
C -0.768 3.706 -4.661 -0.223
N 1.448 4.820 -1.882 0.528
O 1.967 4.325 -0.909 -0.337
O 1.560 5.990 -2.215 -0.411
H -1.593 1.748 -4.956 0.212
H -0.519 0.796 -2.939 0.228
H 0.901 2.195 -1.504 0.275
H 0.193 5.548 -4.093 0.243
H -1.234 4.125 -5.543 0.212
C -0.540 -2.844 -0.826 -0.166
C 0.016 -3.958 -1.445 -0.204
C -0.776 -4.820 -2.186 -0.223
C -2.128 -4.546 -2.289 0.068
C -2.709 -3.447 -1.679 -0.221
C -1.902 -2.592 -0.945 -0.207
N -2.978 -5.454 -3.076 0.521
O -2.453 -6.426 -3.587 -0.392
O -4.160 -5.185 -3.177 -0.389
H 0.078 -2.164 -0.257 0.266
H 1.076 -4.151 -1.352 0.220
H -0.360 -5.689 -2.673 0.241
H -3.769 -3.270 -1.780 0.242
H -2.331 -1.726 -0.457 0.233
```

## Properties
LUMO energy = 1.45 eV
Largest force on an atom = 0.560 eV/A
Net charge = -1

***

# C21H25N2O4S3V

A structure of composition C21H25N2O4S3V (the ωB97M-V functional and the def2-TZVPD basis, the Open Molecules 2025 dataset).

```
56
Properties=species:S:1:pos:R:3:nbo_charge:R:1
V -0.309 0.612 1.418 0.595
C -0.740 2.263 3.335 -0.612
C -0.905 1.435 4.609 -0.428
C -1.290 0.003 4.276 -0.217
N -0.389 -0.518 3.192 -0.586
C -0.832 -1.239 2.061 0.002
S -2.222 -0.688 1.228 0.079
N -0.222 -2.531 1.887 -0.570
C 0.041 -3.153 0.752 0.696
O 0.184 -2.438 -0.398 -0.615
C 0.188 -4.552 0.616 -0.154
C -0.382 -5.418 1.580 -0.140
C -0.224 -6.776 1.456 -0.193
C 0.496 -7.294 0.376 -0.045
C 1.050 -6.455 -0.590 -0.188
C 0.895 -5.093 -0.483 -0.124
H -0.901 3.328 3.490 0.301
H -1.515 1.988 2.587 0.229
H 0.288 2.209 2.930 0.206
H -1.690 1.863 5.231 0.270
H 0.008 1.465 5.204 0.241
H -2.306 -0.050 3.892 0.237
H -1.204 -0.653 5.141 0.248
H 0.501 -0.849 3.560 0.430
H -0.234 -3.145 2.697 0.457
H -1.003 -5.040 2.384 0.225
H -0.672 -7.444 2.178 0.267
H 0.614 -8.366 0.282 0.264
H 1.599 -6.876 -1.421 0.264
H 1.336 -4.445 -1.227 0.229
C -0.382 -0.522 -2.026 -0.781
S 0.482 -0.836 -0.508 1.328
C 2.190 -0.793 -0.994 -0.800
H -0.036 -1.237 -2.773 0.293
H -0.131 0.504 -2.311 0.300
H -1.446 -0.625 -1.814 0.300
H 2.401 0.258 -1.217 0.307
H 2.337 -1.414 -1.877 0.293
H 2.801 -1.124 -0.154 0.286
O 1.870 6.604 -4.927 -0.631
C 1.575 5.305 -4.846 0.751
O 2.092 4.488 -5.548 -0.519
C 0.589 4.863 -3.790 -0.036
C 0.580 5.393 -2.506 -0.200
C -0.233 4.835 -1.527 -0.192
C -1.038 3.760 -1.871 -0.238
S -2.059 2.964 -0.643 0.562
C -1.085 3.255 -3.168 -0.217
C -0.252 3.804 -4.124 -0.179
H 1.262 7.165 -4.428 0.495
H 1.229 6.219 -2.246 0.248
H -0.229 5.237 -0.523 0.240
H -1.778 2.464 -3.429 0.230
H -0.233 3.420 -5.136 0.264
O 0.292 1.880 0.010 -0.595
C -0.955 1.988 0.132 0.124
```

## Properties
LUMO energy (spin up / spin down) = -10.52 / -10.43 eV
Largest force on an atom = 0.215 eV/A
2S+1 = 2
Net charge = +3

***

# C21H25N3O3

An isolated molecule of C21H25N3O3 (the ωB97M-V functional and the def2-TZVPD basis, the Open Molecules 2025 dataset).

```
52
Properties=species:S:1:pos:R:3:nbo_charge:R:1
O 2.745 -2.428 -0.803 -0.610
C 1.811 -1.690 -1.034 0.682
C 1.987 -0.295 -1.630 -0.298
N 2.470 0.689 -0.668 -0.454
C 2.191 2.054 -1.064 -0.034
C 3.157 2.986 -0.321 -0.403
C 3.107 2.812 1.193 -0.402
C 3.156 1.330 1.547 -0.399
C 2.159 0.496 0.732 -0.047
C 0.684 0.782 1.083 -0.443
C 0.117 2.076 0.480 -0.044
N -1.340 1.969 0.381 -0.591
C -2.005 1.055 -0.352 0.648
O -1.478 0.188 -1.038 -0.679
C -3.469 1.167 -0.270 0.151
C -4.436 0.398 -0.866 -0.237
C -5.674 0.934 -0.453 -0.314
C -5.375 1.986 0.359 0.117
O -4.049 2.138 0.479 -0.402
C 0.702 2.418 -0.897 -0.439
N 0.504 -1.994 -0.818 -0.651
C -0.052 -3.153 -0.272 0.232
C 0.701 -4.263 0.099 -0.278
C 0.069 -5.371 0.634 -0.180
C -1.305 -5.390 0.806 -0.243
C -2.055 -4.284 0.439 -0.198
C -1.435 -3.173 -0.097 -0.273
H 1.038 0.005 -2.094 0.183
H 2.749 -0.368 -2.416 0.219
H 2.423 2.139 -2.133 0.208
H 2.949 4.022 -0.594 0.203
H 4.163 2.740 -0.664 0.212
H 2.209 3.273 1.603 0.184
H 3.961 3.323 1.644 0.213
H 2.970 1.187 2.613 0.203
H 4.152 0.948 1.321 0.215
H 2.352 -0.554 0.977 0.225
H 0.571 0.809 2.168 0.212
H 0.087 -0.051 0.715 0.227
H 0.295 2.908 1.165 0.204
H -1.899 2.629 0.898 0.412
H -4.267 -0.437 -1.513 0.245
H -6.650 0.586 -0.723 0.235
H -5.997 2.678 0.892 0.208
H 0.560 3.481 -1.100 0.211
H 0.136 1.864 -1.647 0.225
H -0.185 -1.283 -1.054 0.441
H 1.770 -4.250 -0.034 0.255
H 0.659 -6.230 0.919 0.210
H -1.789 -6.260 1.224 0.210
H -3.127 -4.289 0.569 0.210
H -2.015 -2.307 -0.386 0.219
```

## Properties
LUMO energy = 0.47 eV
Largest force on an atom = 1.284 eV/A
SMILES = O=C(CN1[C@@H]2CCC[C@H]1C[C@H](NC(=O)c1ccco1)C2)Nc1ccccc1

***

# C21H25N3O4

An isolated molecule of C21H25N3O4 (the ωB97M-V functional and the def2-TZVPD basis, the Open Molecules 2025 dataset).

```
53
Properties=species:S:1:pos:R:3:nbo_charge:R:1
O 0.598 -1.731 -1.966 -0.619
C 0.458 -1.136 -0.921 0.682
N 0.227 0.173 -0.788 -0.634
C 0.071 1.083 -1.898 -0.223
C 0.936 2.331 -1.716 -0.409
C 0.665 3.021 -0.371 -0.221
N -0.756 3.078 -0.080 -0.463
C -1.051 3.176 1.340 -0.265
C -2.563 3.071 1.532 -0.071
O -3.250 4.081 0.829 -0.524
C -2.943 4.021 -0.543 -0.071
C -1.439 4.147 -0.787 -0.252
C 0.490 -1.830 0.470 -0.259
C 1.093 -3.229 0.430 0.598
O 0.519 -4.188 0.895 -0.531
C 2.418 -3.326 -0.214 -0.182
C 3.267 -2.237 -0.410 -0.106
C 4.485 -2.415 -1.038 -0.236
C 4.871 -3.672 -1.479 -0.179
C 4.038 -4.761 -1.280 -0.216
C 2.823 -4.590 -0.648 -0.140
N -0.844 -1.796 1.038 -0.374
C -1.780 -2.695 0.671 0.110
C -3.019 -2.698 1.236 -0.326
C -3.317 -1.736 2.219 -0.117
C -2.392 -0.797 2.557 -0.328
C -1.106 -0.761 1.940 0.618
O -0.247 0.105 2.121 -0.696
H 0.072 0.563 0.135 0.433
H 0.351 0.544 -2.806 0.230
H -0.979 1.384 -1.967 0.202
H 1.992 2.063 -1.763 0.211
H 0.727 3.012 -2.542 0.205
H 1.127 4.024 -0.377 0.179
H 1.143 2.450 0.428 0.201
H -0.570 2.349 1.867 0.240
H -0.697 4.131 1.765 0.164
H -2.828 3.195 2.583 0.193
H -2.899 2.081 1.184 0.164
H -3.482 4.844 -1.015 0.193
H -3.295 3.065 -0.961 0.163
H -1.239 4.062 -1.857 0.201
H -1.097 5.140 -0.441 0.171
H 1.107 -1.212 1.140 0.285
H 2.995 -1.252 -0.064 0.201
H 5.139 -1.569 -1.186 0.216
H 5.821 -3.800 -1.975 0.216
H 4.337 -5.741 -1.620 0.217
H 2.158 -5.425 -0.486 0.231
H -1.496 -3.403 -0.091 0.235
H -3.751 -3.425 0.932 0.230
H -4.288 -1.739 2.690 0.221
H -2.595 -0.029 3.287 0.232
```

## Properties
LUMO energy = 0.14 eV
Largest force on an atom = 0.831 eV/A
SMILES = O=C(NCCCN1CCOCC1)[C@H](C(=O)c1ccccc1)n1ccccc1=O

***

# C21H25N3O4S2

An isolated molecule of C21H25N3O4S2 (the ωB97M-V functional and the def2-TZVPD basis, the Open Molecules 2025 dataset).

```
55
Properties=species:S:1:pos:R:3:nbo_charge:R:1
C -3.789 -3.472 -0.174 -0.612
C -2.898 -2.236 -0.253 -0.221
N -3.656 -1.019 -0.092 -0.691
C -4.528 -0.579 -1.162 -0.224
C -5.982 -0.549 -0.706 -0.613
S -3.014 0.195 0.828 2.346
O -2.228 -0.404 1.866 -0.946
O -4.073 1.088 1.189 -0.940
C -1.896 1.079 -0.271 -0.340
C -2.234 2.326 -0.764 -0.179
C -1.335 3.003 -1.577 -0.226
C -0.106 2.444 -1.871 -0.102
C 0.225 1.187 -1.365 -0.117
C 1.544 0.639 -1.566 0.447
N 2.596 1.246 -2.024 -0.272
N 3.632 0.402 -1.911 -0.326
C 3.165 -0.692 -1.385 0.286
S 4.023 -2.113 -0.921 0.290
C 5.624 -1.378 -0.429 -0.520
C 5.434 -0.117 0.415 -0.092
O 4.409 -0.328 1.358 -0.523
C 3.358 0.557 1.434 0.270
C 3.451 1.901 1.101 -0.281
C 2.337 2.720 1.199 -0.208
C 1.135 2.209 1.646 -0.230
C 1.048 0.873 2.007 -0.237
C 2.145 0.033 1.906 0.018
C 2.051 -1.413 2.281 -0.649
O 1.841 -0.621 -1.153 -0.413
C -0.686 0.494 -0.570 -0.164
H -3.177 -4.368 -0.223 0.217
H -4.337 -3.469 0.764 0.218
H -4.501 -3.491 -0.995 0.202
H -2.346 -2.230 -1.206 0.177
H -2.184 -2.250 0.571 0.235
H -4.224 0.427 -1.474 0.201
H -4.404 -1.249 -2.017 0.202
H -6.304 -1.542 -0.403 0.206
H -6.071 0.122 0.143 0.235
H -6.621 -0.198 -1.512 0.207
H -3.183 2.754 -0.483 0.245
H -1.590 3.978 -1.965 0.224
H 0.620 2.966 -2.474 0.232
H 6.097 -2.173 0.145 0.234
H 6.205 -1.160 -1.323 0.237
H 6.374 0.099 0.940 0.191
H 5.201 0.717 -0.254 0.216
H 4.386 2.324 0.766 0.219
H 2.422 3.760 0.923 0.214
H 0.263 2.842 1.717 0.215
H 0.107 0.473 2.355 0.233
H 1.036 -1.660 2.583 0.216
H 2.733 -1.633 3.100 0.222
H 2.339 -2.046 1.441 0.225
H -0.435 -0.467 -0.152 0.247
```

## Properties
LUMO energy = 0.06 eV
Largest force on an atom = 1.722 eV/A
SMILES = CCN(CC)S(=O)(=O)c1cccc(-c2nnc(SCCOc3ccccc3C)o2)c1

***

# C21H25N3O8S

An isolated molecule of C21H25N3O8S (the ωB97M-V functional and the def2-TZVPD basis, the Open Molecules 2025 dataset).

```
58
Properties=species:S:1:pos:R:3:nbo_charge:R:1
C -1.873 -3.618 -1.877 -0.613
C -0.371 -3.785 -1.659 -0.230
N 0.207 -2.659 -0.960 -0.709
C 0.648 -2.813 0.407 -0.217
C -0.507 -2.828 1.405 -0.614
S 0.895 -1.493 -1.922 2.335
O 1.722 -0.677 -1.074 -0.966
O 1.476 -2.072 -3.098 -0.936
C -0.508 -0.486 -2.385 -0.313
C -0.717 -0.004 -3.669 -0.142
C -1.730 0.904 -3.898 -0.284
C -2.519 1.381 -2.842 0.406
O -3.436 2.313 -3.095 -0.650
C -2.310 0.864 -1.548 -0.283
C -3.009 1.434 -0.389 0.804
O -3.716 2.422 -0.417 -0.620
O -2.719 0.761 0.732 -0.510
C -2.860 1.379 2.001 -0.170
C -1.538 1.156 2.759 0.665
O -1.508 0.907 3.941 -0.585
N -0.473 1.252 1.923 -0.647
C 0.854 0.904 2.126 0.261
C 1.280 0.300 3.306 -0.276
C 2.593 -0.093 3.501 0.063
C 2.988 -0.752 4.782 -0.641
C 3.542 0.125 2.489 -0.051
C 4.966 -0.299 2.665 -0.627
C 3.136 0.744 1.326 -0.135
C 1.814 1.140 1.121 -0.035
N 1.527 1.778 -0.119 0.549
O 2.446 2.167 -0.797 -0.343
O 0.349 1.953 -0.436 -0.445
C -1.299 -0.074 -1.344 -0.116
H -2.071 -2.746 -2.494 0.211
H -2.387 -3.492 -0.928 0.205
H -2.270 -4.498 -2.377 0.213
H -0.173 -4.698 -1.089 0.199
H 0.134 -3.866 -2.626 0.228
H 1.305 -1.965 0.607 0.240
H 1.235 -3.735 0.513 0.184
H -0.109 -2.863 2.416 0.219
H -1.139 -3.698 1.250 0.204
H -1.118 -1.934 1.308 0.203
H -0.071 -0.339 -4.464 0.243
H -1.909 1.305 -4.883 0.235
H -3.818 2.629 -2.248 0.517
H -3.075 2.448 1.883 0.230
H -3.675 0.911 2.561 0.222
H -0.640 1.564 0.962 0.442
H 0.551 0.136 4.084 0.253
H 3.388 -1.747 4.591 0.223
H 3.767 -0.176 5.279 0.225
H 2.137 -0.838 5.452 0.225
H 5.547 -0.059 1.780 0.224
H 5.412 0.202 3.523 0.218
H 5.026 -1.373 2.840 0.218
H 3.834 0.923 0.524 0.248
H -1.110 -0.470 -0.362 0.246
```

## Properties
LUMO energy = -0.54 eV
Largest force on an atom = 1.483 eV/A
SMILES = CCN(CC)S(=O)(=O)c1ccc(O)c(C(=O)OCC(=O)Nc2cc(C)c(C)cc2[N+](=O)[O-])c1

***

# C21H25N6O3SV

A structure of composition C21H25N6O3SV (the ωB97M-V functional and the def2-TZVPD basis, the Open Molecules 2025 dataset).

```
57
Properties=species:S:1:pos:R:3:nbo_charge:R:1
V 0.675 0.793 0.214 1.277
C 4.220 3.228 0.925 -0.726
C 3.186 2.309 0.385 0.419
N 1.941 2.336 0.752 -0.295
N 1.532 3.295 1.658 -0.396
C 0.220 3.409 1.876 0.365
N -0.263 4.324 2.665 -0.665
S -0.842 2.309 1.033 0.256
C 3.431 1.297 -0.649 0.105
C 4.630 1.084 -1.265 -0.133
C 4.701 0.144 -2.307 -0.043
C 3.561 -0.532 -2.686 -0.191
C 2.373 -0.288 -2.009 0.139
N 2.303 0.606 -1.010 -0.462
H 4.033 4.253 0.580 0.301
H 5.221 2.959 0.603 0.292
H 4.215 3.224 2.020 0.280
H 2.204 3.970 2.005 0.451
H 0.316 5.001 3.154 0.459
H -1.262 4.414 2.810 0.466
H 5.516 1.633 -0.976 0.277
H 5.644 -0.037 -2.809 0.292
H 3.572 -1.250 -3.497 0.292
H 1.474 -0.831 -2.259 0.239
C -4.232 -2.609 -1.367 -0.436
N -3.044 -1.819 -1.760 -0.062
N -2.277 -1.155 -0.863 -0.151
C -1.334 -0.518 -1.575 0.453
O -0.400 0.227 -0.920 -0.436
C -1.463 -0.794 -2.907 -0.295
C -2.575 -1.640 -2.998 0.306
C -3.194 -2.279 -4.190 -0.679
C -2.640 -0.942 0.521 0.111
C -3.702 -0.097 0.812 -0.240
C -4.068 0.072 2.138 -0.173
C -3.366 -0.585 3.145 -0.150
C -2.297 -1.419 2.833 -0.179
C -1.930 -1.610 1.507 -0.264
H -4.244 -2.738 -0.291 0.257
H -4.169 -3.581 -1.850 0.268
H -5.134 -2.096 -1.692 0.263
H -0.855 -0.442 -3.726 0.283
H -2.629 -2.036 -5.086 0.276
H -4.221 -1.933 -4.328 0.282
H -3.221 -3.365 -4.081 0.276
H -4.249 0.403 0.018 0.251
H -4.916 0.699 2.385 0.265
H -3.673 -0.470 4.177 0.264
H -1.780 -1.953 3.620 0.251
H -1.162 -2.326 1.230 0.234
C 2.387 -2.069 2.514 -0.746
C 1.632 -1.587 1.335 0.818
O 1.406 -2.110 0.312 -0.456
O 1.074 -0.198 1.465 -0.478
H 1.744 -2.772 3.055 0.314
H 2.680 -1.274 3.195 0.271
H 3.248 -2.634 2.159 0.307
```

## Properties
LUMO energy = -14.92 eV
Largest force on an atom = 2.039 eV/A
Net charge = +4

***

# C21H26BrF6HfN2O6S2Se2

A structure of composition C21H26BrF6HfN2O6S2Se2 (the ωB97M-V functional and the def2-TZVPD basis, the Open Molecules 2025 dataset).

```
67
Properties=species:S:1:pos:R:3:nbo_charge:R:1
Hf 0.118 -0.406 0.029 1.742
C -1.592 4.097 0.245 -0.643
C -0.301 3.326 0.222 0.033
C 0.015 2.442 1.258 -0.258
C 1.293 1.865 1.355 -0.107
C 1.822 1.364 2.679 -0.631
C 2.201 2.091 0.312 -0.169
C 1.897 2.950 -0.743 0.036
C 2.918 3.243 -1.803 -0.644
C 0.657 3.584 -0.749 -0.184
H -2.370 3.564 0.791 0.217
H -1.948 4.302 -0.761 0.241
H -1.433 5.058 0.739 0.241
H -0.653 2.389 2.109 0.232
H 2.468 2.140 3.093 0.251
H 2.438 0.470 2.567 0.213
H 1.032 1.192 3.403 0.225
H 3.199 1.676 0.386 0.230
H 3.348 4.232 -1.635 0.240
H 2.460 3.241 -2.793 0.236
H 3.720 2.508 -1.786 0.228
H 0.425 4.281 -1.547 0.232
O 2.335 -5.903 0.566 -0.734
C 2.575 -5.031 -0.524 -0.046
C 1.886 -3.668 -0.254 -0.145
C 2.442 -3.187 1.089 -0.071
O 1.894 -1.919 1.530 -0.737
C 0.388 -3.984 -0.219 -0.518
Se -0.869 -2.675 0.581 -0.203
C 2.282 -2.774 -1.428 -0.505
Se 2.305 -0.799 -1.162 -0.245
H 2.664 -6.781 0.355 0.489
H 2.167 -5.442 -1.455 0.180
H 3.651 -4.875 -0.659 0.174
H 3.525 -3.072 0.990 0.190
H 2.221 -3.947 1.838 0.216
H 2.430 -1.685 2.296 0.493
H 0.238 -4.870 0.392 0.256
H 0.032 -4.190 -1.227 0.222
H 1.648 -2.971 -2.290 0.225
H 3.311 -2.983 -1.719 0.234
Br -0.294 -1.817 5.891 0.112
C -1.233 -1.066 4.440 -0.023
C -2.595 -0.814 4.502 -0.183
C -3.197 -0.254 3.389 -0.228
C -2.426 0.058 2.284 0.056
N -1.112 -0.191 2.220 -0.547
C -0.542 -0.775 3.282 -0.005
H -3.162 -1.056 5.390 0.250
H -4.261 -0.065 3.379 0.248
H -2.872 0.524 1.416 0.230
H 0.497 -1.050 3.198 0.227
F -2.382 -1.272 -3.564 -0.261
C -1.297 -0.701 -3.134 0.799
F -0.472 -0.398 -4.097 -0.259
F -0.629 -1.591 -2.320 -0.305
S -1.525 0.693 -1.880 2.231
O -1.905 -0.031 -0.654 -0.970
O -0.098 0.970 -1.678 -0.969
N -2.491 1.824 -2.146 -1.147
S -2.711 2.516 -3.620 2.231
O -2.229 3.849 -3.630 -0.873
O -2.353 1.591 -4.649 -0.912
C -4.565 2.555 -3.545 0.746
F -5.061 3.100 -4.634 -0.282
F -4.986 1.297 -3.436 -0.302
F -4.939 3.250 -2.477 -0.298
```

## Properties
LUMO energy = -3.45 eV
Largest force on an atom = 2.232 eV/A
Net charge = +1